The following is a DFT calculation (the ωB97M-V functional and the def2-TZVPD basis) of one molecule with the formula C20H27N3O3S in a non-equilibrium geometry.

Last column: Löwdin charge in e.
Positions of all 54 atoms, in Å:
1 C 2.84 3.15 1.12  -0.10
2 C 1.53 3.92 0.92  -0.26
3 C 1.31 4.37 -0.52  -0.19
4 C 1.20 3.21 -1.51  -0.17
5 N 0.14 2.31 -1.17  0.09
6 C 0.35 1.06 -0.73  -0.40
7 O 1.46 0.55 -0.66  0.05
8 C -0.88 0.33 -0.36  -0.08
9 O -2.06 0.87 -0.75  0.02
10 N -3.07 0.09 -0.35  0.14
11 C -2.56 -0.92 0.31  -0.30
12 C -3.39 -2.03 0.81  -0.36
13 S -3.23 -3.44 -0.36  0.96
14 C -3.55 -2.65 -1.92  -0.54
15 C -4.54 -1.70 -2.08  -0.11
16 C -4.73 -1.12 -3.32  -0.08
17 C -3.96 -1.50 -4.41  -0.09
18 C -2.99 -2.47 -4.25  -0.09
19 C -2.78 -3.05 -3.01  -0.11
20 C -1.13 -0.83 0.34  0.02
21 C -0.26 -1.76 1.11  -0.44
22 O -0.72 -2.40 2.04  0.06
23 N 1.00 -1.84 0.68  0.09
24 C 2.00 -2.61 1.38  -0.18
25 C 3.11 -1.72 1.94  -0.20
26 C 2.58 -0.71 2.96  -0.26
27 C 3.71 0.10 3.58  -0.12
28 H 3.00 2.96 2.18  0.07
29 H 2.81 2.19 0.61  0.05
30 H 3.68 3.73 0.74  0.08
31 H 0.70 3.29 1.24  0.10
32 H 1.54 4.80 1.56  0.11
33 H 0.39 4.96 -0.57  0.11
34 H 2.14 5.01 -0.83  0.11
35 H 2.13 2.63 -1.52  0.12
36 H 1.03 3.61 -2.52  0.12
37 H -0.81 2.66 -1.19  0.15
38 H -4.43 -1.74 0.91  0.08
39 H -2.99 -2.42 1.75  0.07
40 H -5.16 -1.40 -1.25  0.10
41 H -5.50 -0.36 -3.44  0.10
42 H -4.11 -1.04 -5.37  0.10
43 H -2.38 -2.78 -5.09  0.10
44 H -2.01 -3.80 -2.87  0.10
45 H 1.34 -1.15 0.01  0.10
46 H 2.43 -3.34 0.69  0.12
47 H 1.49 -3.14 2.19  0.12
48 H 3.59 -1.18 1.12  0.11
49 H 3.86 -2.35 2.42  0.11
50 H 1.88 -0.03 2.46  0.10
51 H 2.03 -1.24 3.74  0.11
52 H 3.31 0.83 4.29  0.07
53 H 4.26 0.64 2.82  0.06
54 H 4.40 -0.55 4.11  0.07

Its largest force on an atom is 0.0256 hartree/bohr. As for the structure (SMILES): CCCCNC(=O)c1onc(CSc2ccccc2)c1C(=O)NCCCC. The HOMO-LUMO gap comes out at 0.3073 Ha. Its highest occupied orbital energy is -8.29 eV.



The following is a DFT calculation (the ωB97M-V functional and the def2-TZVPD basis) of one molecule with the formula C20H27N5O2S in a non-equilibrium geometry.

Last column: Löwdin charge in e.
Positions of all 55 atoms, in Å:
1 C -5.94 -3.72 0.27  -0.11
2 C -4.41 -3.65 0.24  -0.25
3 C -3.95 -2.30 -0.18  -0.60
4 N -3.29 -2.06 -1.26  -0.01
5 N -2.99 -0.78 -1.45  0.00
6 C -3.43 -0.02 -0.51  -0.58
7 N -3.23 1.33 -0.47  0.12
8 C -3.52 2.09 0.63  -0.49
9 O -4.07 1.63 1.60  0.00
10 C -3.02 3.52 0.53  -0.08
11 C -1.50 3.56 0.67  -0.08
12 C -0.80 3.14 -0.62  -0.43
13 O -1.44 3.01 -1.66  0.03
14 N 0.53 2.94 -0.58  -0.05
15 C 1.36 2.87 0.59  -0.12
16 C 1.67 1.40 0.90  -0.13
17 N 2.32 0.81 -0.26  -0.12
18 C 3.01 -0.40 -0.01  -0.19
19 C 2.51 -1.63 -0.44  0.02
20 C 3.21 -2.81 -0.22  -0.28
21 C 2.66 -4.12 -0.71  -0.05
22 C 4.42 -2.75 0.44  -0.05
23 C 4.93 -1.53 0.86  -0.04
24 C 4.25 -0.35 0.64  -0.21
25 C 4.86 0.96 1.06  -0.05
26 C 1.47 0.87 -1.42  -0.14
27 C 1.18 2.34 -1.73  -0.10
28 S -4.28 -0.85 0.77  1.13
29 H -6.35 -3.51 -0.71  0.08
30 H -6.26 -4.71 0.58  0.07
31 H -6.34 -2.99 0.97  0.06
32 H -4.02 -3.86 1.23  0.11
33 H -4.01 -4.37 -0.47  0.11
34 H -2.73 1.76 -1.26  0.12
35 H -3.49 4.09 1.33  0.12
36 H -3.31 3.94 -0.43  0.13
37 H -1.20 2.90 1.49  0.12
38 H -1.18 4.57 0.91  0.13
39 H 0.89 3.35 1.45  0.12
40 H 2.30 3.39 0.37  0.13
41 H 2.32 1.32 1.77  0.12
42 H 0.72 0.88 1.12  0.14
43 H 1.56 -1.67 -0.95  0.11
44 H 3.12 -4.38 -1.66  0.08
45 H 2.87 -4.91 0.00  0.08
46 H 1.58 -4.06 -0.86  0.08
47 H 4.98 -3.66 0.63  0.11
48 H 5.89 -1.50 1.36  0.11
49 H 4.49 1.76 0.43  0.07
50 H 4.62 1.19 2.10  0.08
51 H 5.94 0.91 0.98  0.08
52 H 1.98 0.41 -2.26  0.14
53 H 0.50 0.35 -1.27  0.13
54 H 0.51 2.43 -2.59  0.12
55 H 2.11 2.87 -1.93  0.13

Its largest force on an atom is 0.0329 hartree/bohr. As for the structure (SMILES): CCc1nnc(NC(=O)CCC(=O)N2CCN(c3cc(C)ccc3C)CC2)s1. The HOMO-LUMO gap comes out at 0.3271 Ha. Its highest occupied orbital energy is -8.32 eV.



The following is a DFT calculation (the ωB97M-V functional and the def2-TZVPD basis) of one molecule with the formula C20H27N5O3.

Last column: Löwdin charge in e.
Positions of all 55 atoms, in Å:
1 C -1.90 -3.77 1.19  -0.07
2 O -1.30 -3.72 -0.08  -0.11
3 C 0.02 -4.03 -0.21  -0.24
4 C 0.79 -4.58 0.81  -0.01
5 C 2.10 -4.94 0.58  -0.08
6 C 2.66 -4.77 -0.68  -0.09
7 C 1.90 -4.20 -1.68  -0.07
8 C 0.60 -3.79 -1.47  -0.14
9 C -0.17 -3.07 -2.55  -0.11
10 N -0.15 -1.62 -2.50  -0.11
11 C 1.11 -0.98 -2.77  -0.14
12 C 2.10 -0.98 -1.60  -0.13
13 N 1.41 -0.92 -0.33  0.12
14 C 0.09 -0.98 -0.10  -0.48
15 O -0.36 -0.94 1.03  0.04
16 C -0.80 -1.04 -1.34  -0.20
17 C -1.35 0.38 -1.65  -0.01
18 C -0.38 1.50 -1.30  -0.50
19 O 0.34 2.05 -2.12  0.04
20 N -0.41 1.85 0.00  0.07
21 C 0.45 2.87 0.56  -0.11
22 C -0.34 3.92 1.27  -0.16
23 C -1.59 4.40 0.94  -0.02
24 N -1.91 5.33 1.87  -0.22
25 C -3.11 6.11 1.95  -0.03
26 N -0.94 5.48 2.77  0.11
27 C 0.02 4.63 2.44  -0.32
28 C 1.27 4.52 3.23  -0.04
29 H -1.41 -3.07 1.88  0.09
30 H -2.93 -3.47 1.04  0.10
31 H -1.88 -4.78 1.61  0.09
32 H 0.37 -4.73 1.79  0.11
33 H 2.68 -5.36 1.38  0.10
34 H 3.68 -5.08 -0.87  0.10
35 H 2.34 -4.06 -2.67  0.12
36 H 0.23 -3.36 -3.53  0.13
37 H -1.22 -3.38 -2.51  0.13
38 H 0.89 0.06 -3.04  0.10
39 H 1.57 -1.46 -3.64  0.13
40 H 2.72 -1.89 -1.61  0.10
41 H 2.76 -0.11 -1.68  0.12
42 H 1.99 -0.90 0.50  0.16
43 H -1.65 -1.67 -1.09  0.15
44 H -2.27 0.53 -1.09  0.12
45 H -1.56 0.42 -2.72  0.13
46 H -0.95 1.30 0.66  0.14
47 H 1.00 3.31 -0.29  0.13
48 H 1.18 2.42 1.25  0.13
49 H -2.24 4.15 0.13  0.13
50 H -3.98 5.47 2.09  0.09
51 H -3.01 6.78 2.80  0.09
52 H -3.25 6.70 1.04  0.09
53 H 2.14 4.78 2.62  0.08
54 H 1.22 5.19 4.08  0.07
55 H 1.41 3.50 3.59  0.08

Its largest force on an atom is 0.0158 hartree/bohr. As for the structure (SMILES): COc1ccccc1CN1CCNC(=O)[C@H]1CC(=O)NCc1cn(C)nc1C. The HOMO-LUMO gap comes out at 0.3319 Ha. Its highest occupied orbital energy is -8.31 eV.



The following is a DFT calculation (the ωB97M-V functional and the def2-TZVPD basis) of one molecule with the formula C20H27N5O5S2 in a non-equilibrium geometry.

Last column: Löwdin charge in e.
Positions of all 59 atoms, in Å:
1 C -1.99 -3.94 1.38  -0.11
2 C -0.68 -3.62 2.08  -0.23
3 C 0.22 -2.78 1.25  -0.60
4 N 0.92 -1.81 1.70  0.03
5 N 1.69 -1.22 0.79  -0.02
6 C 1.58 -1.72 -0.40  -0.60
7 N 2.24 -1.33 -1.53  0.13
8 C 3.21 -0.39 -1.85  -0.39
9 O 3.63 -0.40 -2.97  0.11
10 C 3.69 0.61 -0.80  -0.20
11 N 2.57 1.18 -0.09  0.10
12 C 2.06 2.41 -0.32  -0.44
13 O 2.58 3.28 -0.98  0.09
14 C 0.71 2.54 0.34  -0.10
15 C 0.36 3.62 1.14  0.01
16 C -0.88 3.66 1.76  -0.05
17 C -1.79 2.63 1.58  -0.05
18 C -1.45 1.58 0.74  -0.25
19 S -2.55 0.22 0.40  0.69
20 O -1.75 -0.96 0.17  -0.32
21 O -3.57 0.15 1.40  -0.27
22 N -3.14 0.70 -1.10  -0.23
23 C -3.41 -0.37 -2.05  -0.16
24 C -4.78 -0.99 -1.78  -0.18
25 O -5.79 -0.01 -1.80  -0.12
26 C -5.57 0.98 -0.82  -0.19
27 C -4.21 1.67 -1.03  -0.16
28 C -0.22 1.53 0.12  -0.01
29 C 4.69 -0.05 0.18  -0.37
30 C 5.85 -0.68 -0.59  -0.06
31 C 5.19 0.99 1.16  -0.06
32 S 0.45 -3.07 -0.47  1.11
33 H -1.82 -4.54 0.49  0.06
34 H -2.47 -3.01 1.08  0.05
35 H -2.65 -4.48 2.04  0.08
36 H -0.15 -4.56 2.32  0.12
37 H -0.86 -3.09 3.01  0.12
38 H 2.02 -1.90 -2.35  0.14
39 H 4.19 1.41 -1.35  0.16
40 H 2.09 0.53 0.53  0.09
41 H 1.08 4.42 1.29  0.12
42 H -1.13 4.49 2.40  0.11
43 H -2.74 2.62 2.08  0.12
44 H -2.62 -1.11 -1.94  0.11
45 H -3.38 0.07 -3.05  0.14
46 H -5.04 -1.72 -2.55  0.13
47 H -4.75 -1.49 -0.80  0.13
48 H -6.39 1.69 -0.92  0.13
49 H -5.58 0.53 0.18  0.12
50 H -4.00 2.35 -0.21  0.12
51 H -4.22 2.22 -1.98  0.14
52 H -0.01 0.70 -0.53  0.12
53 H 4.15 -0.83 0.73  0.12
54 H 6.56 -1.11 0.11  0.08
55 H 6.36 0.08 -1.17  0.09
56 H 5.51 -1.46 -1.26  0.08
57 H 5.88 0.54 1.87  0.08
58 H 5.71 1.79 0.64  0.09
59 H 4.37 1.43 1.72  0.08

Its largest force on an atom is 0.0296 hartree/bohr. As for the structure (SMILES): CCc1nnc(NC(=O)[C@@H](NC(=O)c2cccc(S(=O)(=O)N3CCOCC3)c2)C(C)C)s1. The HOMO-LUMO gap comes out at 0.3511 Ha. Its highest occupied orbital energy is -9.28 eV.